No. 1
{"formula": "C14H22Br2NO4P", "method": "ωB97M-V/def2-TZVPD", "elements": ["C", "C", "O", "C", "P", "C", "C", "O", "O", "C", "C", "O", "C", "Br", "C", "C", "Br", "H", "H", "H", "H", "H", "H", "H", "H", "H", "H", "H", "H", "H", "H", "H", "C", "C", "C", "C", "N", "H", "H", "H", "H", "H", "H", "H"], "positions_angstrom": [[-2.049, -0.572, -4.314], [-1.630, -1.956, -3.833], [-0.485, -1.930, -2.992], [-0.731, -1.302, -1.751], [0.895, -1.142, -0.890], [0.390, 0.105, 0.412], [1.564, 0.988, 0.695], [1.839, 2.011, 0.153], [2.331, 0.456, 1.728], [3.711, 0.605, 1.729], [4.270, 0.385, 3.105], [4.339, 0.830, 0.745], [0.926, -2.626, 0.180], [-0.671, -3.121, 1.118], [2.009, -3.368, 0.407], [2.106, -4.572, 1.294], [3.640, -2.935, -0.455], [-1.158, 0.037, -4.481], [-2.593, -0.654, -5.257], [-2.693, -0.056, -3.600], [-2.457, -2.449, -3.303], [-1.353, -2.589, -4.676], [-1.457, -1.874, -1.165], [-1.135, -0.289, -1.868], [-0.441, 0.724, 0.072], [0.087, -0.422, 1.316], [4.993, 1.175, 3.307], [4.810, -0.563, 3.106], [3.497, 0.369, 3.868], [3.125, -4.698, 1.654], [1.442, -4.469, 2.151], [1.819, -5.467, 0.737], [-1.132, 3.823, 0.666], [-2.607, 4.070, 0.955], [-3.328, 2.811, 1.452], [-3.317, 1.746, 0.449], [-3.276, 0.903, -0.330], [-0.999, 3.085, -0.126], [-0.639, 4.740, 0.345], [-0.612, 3.460, 1.555], [-3.109, 4.438, 0.058], [-2.718, 4.840, 1.719], [-4.364, 3.024, 1.715], [-2.838, 2.428, 2.350]], "e_lumo_ev": 0.4, "e_tot_ha": -6391.7364, "multiplicity": 1, "homo_ha": -0.329, "smiles": "CCOCP(CC(=O)OC(C)=O)/C(Br)=C(/C)Br.CCCC#N", "orbital_gap_ev": 9.39}

No. 2
{"formula": "C4H6O2", "method": "ωB97M-V/def2-TZVPD", "elements": ["C", "C", "O", "C", "O", "C", "H", "H", "H", "H", "H", "H"], "positions_angstrom": [[1.501, 0.316, 0.295], [0.416, -0.722, 0.393], [-0.750, -0.360, 1.119], [-1.571, 0.198, 0.114], [-0.701, 1.029, -0.627], [0.449, 0.209, -0.776], [2.505, -0.032, 0.042], [1.453, 1.163, 0.969], [0.618, -1.790, 0.352], [-2.091, -0.574, -0.516], [-2.508, 0.637, 0.436], [0.679, -0.075, -1.800]], "e_lumo_ev": 1.1, "e_tot_ha": -306.4129, "multiplicity": 1, "relative_energy_kcal_mol": 58.61, "homo_ha": -0.366, "smiles": "C1O[C@H]2C[C@H]2O1", "orbital_gap_ev": 11.08}

No. 3
{"formula": "C4H8O2", "method": "ωB97M-V/def2-TZVPD", "elements": ["C", "C", "O", "C", "C", "O", "H", "H", "H", "H", "H", "H", "H", "H"], "positions_angstrom": [[-0.608, -1.562, -0.466], [-0.841, -0.078, -0.470], [-0.241, 1.512, 2.451], [0.666, 0.991, 1.854], [-0.032, 0.850, -0.985], [1.175, 0.660, -1.582], [0.428, -1.837, -0.704], [-0.831, -1.992, 0.517], [-1.253, -2.068, -1.194], [-1.750, 0.285, 0.004], [0.842, -0.104, 1.871], [1.400, 1.570, 1.259], [-0.275, 1.908, -0.942], [1.364, -0.287, -1.621]], "e_lumo_ev": 0.7, "e_tot_ha": -307.6289, "multiplicity": 1, "relative_energy_kcal_mol": 52.39, "homo_ha": -0.330, "smiles": "C/C=C\\O.C=O", "orbital_gap_ev": 9.65}

No. 4
{"formula": "BrHS2", "method": "ωB97M-V/def2-TZVPD", "elements": ["S", "S", "Br", "H"], "positions_angstrom": [[-1.337, -0.660, -0.680], [0.827, -0.525, 0.889], [2.221, 0.686, -0.134], [-1.712, 0.499, -0.075]], "e_lumo_ev": -2.4, "e_tot_ha": -3370.9271, "multiplicity": 1, "relative_energy_kcal_mol": 0.00, "homo_ha": -0.347, "orbital_gap_ev": 7.07}